[1]
Entry from OMol25: a cluster of 29 separate species, H58O29 in total at a distorted geometry (wB97M-V/def2-TZVPD).

Element x y z (Å)
1 O 1.11219 -2.68273 -3.21653
2 H 1.08711 -2.87290 -2.29492
3 H 0.25021 -2.89158 -3.57675
4 O 3.43214 -1.70885 0.84038
5 H 2.86229 -1.22842 0.21097
6 H 4.32804 -1.60333 0.49583
7 O -0.39810 -5.25306 -0.89132
8 H -1.33853 -5.24114 -1.06668
9 H -0.11208 -6.05160 -1.35845
10 O 1.14756 0.59901 0.09046
11 H 1.22976 1.57195 -0.10159
12 H 1.02099 0.31639 -0.79884
13 O 5.54533 -0.17377 -2.34433
14 H 5.92128 -0.10487 -3.23302
15 H 4.53670 -0.13833 -2.54207
16 O 3.86409 3.71591 0.91534
17 H 4.05284 4.64309 1.00301
18 H 4.47830 3.36269 1.55302
19 O -1.58211 -1.86957 -0.47915
20 H -1.72920 -1.16024 -1.13784
21 H -0.99660 -1.43097 0.15049
22 O -2.09496 -0.23691 -2.85068
23 H -2.91948 0.10884 -2.48064
24 H -2.38243 -1.11934 -3.18254
25 O -0.72270 0.89835 5.02141
26 H 0.06999 1.28646 4.61977
27 H -0.35571 0.04092 4.59703
28 O 0.83790 -3.06912 0.49864
29 H 1.61469 -3.53625 0.70283
30 H 0.34641 -3.68974 -0.04044
31 O -3.01775 -2.52731 -3.77727
32 H -3.18242 -3.29427 -3.21201
33 H -3.12437 -2.84668 -4.72094
34 O -1.40233 4.32776 1.93033
35 H -2.11432 3.94201 2.46680
36 H -1.73237 4.60804 1.07800
37 O 6.09924 -1.68484 -0.16813
38 H 5.93776 -1.25523 -1.04345
39 H 5.99939 -2.63891 -0.40001
40 O 5.30035 1.72968 2.24153
41 H 5.83687 0.95999 2.25745
42 H 4.36775 1.41635 2.33724
43 O -1.81514 0.77316 0.83629
44 H -0.87763 0.78565 0.53862
45 H -2.28864 0.92295 0.00293
46 O 0.13461 -1.30535 3.29106
47 H 0.98209 -1.46581 2.77009
48 H -0.49955 -1.36059 2.52317
49 O -5.94312 1.71439 0.19385
50 H -6.86895 1.81789 -0.01778
51 H -5.85625 1.93301 1.17160
52 O 2.98057 -0.46922 -3.77965
53 H 2.46788 0.30271 -3.68868
54 H 2.36860 -1.18553 -3.45873
55 O -2.64420 2.06432 3.14077
56 H -2.05886 1.71795 3.83499
57 H -2.29136 1.68299 2.32257
58 O -4.20440 -1.06515 0.89618
59 H -3.24536 -1.10491 0.92299
60 H -4.21841 -0.21516 1.39004
61 O 2.02459 4.49637 -2.08407
62 H 2.81155 4.05704 -2.49071
63 H 2.07350 4.22423 -1.16474
64 O -5.43116 1.67933 3.09367
65 H -5.78824 0.73762 3.14849
66 H -4.41931 1.61177 3.02474
67 O -3.90686 -3.57452 1.34550
68 H -4.38645 -2.74971 1.29405
69 H -4.00738 -3.84108 2.33480
70 O 0.10091 1.25834 -2.77622
71 H -0.30387 2.14527 -2.79585
72 H -0.57256 0.64460 -3.11264
73 O 2.62982 0.30879 2.66185
74 H 2.17717 0.83142 1.90152
75 H 2.76323 -0.62203 2.29622
76 O 0.99688 2.98207 1.36458
77 H 0.28939 3.51055 1.80719
78 H 1.85114 3.50594 1.28213
79 O -3.92136 1.05952 -1.32977
80 H -4.13046 0.22039 -0.92425
81 H -4.60452 1.66506 -0.99724
82 O 4.68340 3.02020 -2.05040
83 H 5.50083 2.69632 -2.40739
84 H 4.79661 3.50010 -1.23853
85 O -3.01003 -4.22228 -1.44845
86 H -3.70464 -4.43982 -0.79902
87 H -2.70777 -3.46622 -0.91869

Summary:
- frontier orbital gap (eV) = 10.60
- highest occupied orbital energy (eV) = -10.66
- energy above the lowest of the compared OMol25 structures with the same formula, charge and spin (kJ/mol) = 206.41
- charge = 0

=====

[2]
Entry from OMol25: an isolated molecule of H5N2OP at a distorted geometry (wB97M-V/def2-TZVPD).

Element x y z (Å)
1 N -0.91976 1.11153 0.39148
2 P 0.44561 0.51821 -0.49778
3 N 0.55956 -1.13998 -0.44149
4 O 0.46062 0.99621 -1.85036
5 H -0.82136 1.10074 1.42649
6 H -1.06149 1.98607 -0.02585
7 H 1.37111 0.99305 0.31301
8 H 0.25799 -1.41637 -1.37819
9 H 1.12280 -1.68503 0.19895

Summary:
- frontier orbital gap (eV) = 11.23
- highest occupied orbital energy (eV) = -10.29
- energy above the lowest of the compared OMol25 structures with the same formula, charge and spin (kJ/mol) = 40.71
- SMILES string = N[PH](N)=O
- charge = 0

=====

[3]
Entry from OMol25: a cluster of 2 separate species, H5N2PS in total at a distorted geometry (wB97M-V/def2-TZVPD).

Element x y z (Å)
1 P 1.91732 -0.85112 0.30457
2 S 2.08482 1.05745 0.60367
3 H 1.28581 -1.27624 1.44636
4 N -0.84303 -0.46426 -0.06165
5 N -0.96405 0.95173 -0.24645
6 H -1.75584 -0.83984 -0.15031
7 H -0.19591 -1.05719 -0.75491
8 H -0.16046 1.43749 0.06484
9 H -1.36867 1.04198 -1.20612

Summary:
- frontier orbital gap (eV) = 7.43
- highest occupied orbital energy (eV) = -8.72
- energy above the lowest of the compared OMol25 structures with the same formula, charge and spin (kJ/mol) = 310.12
- SMILES string = P=S.NN
- charge = 0